1.
DFT (wB97M-V/def2-TZVPD) results for a single C18H16N4O2 molecule.

Output
SMILES: [H]/N=C1\O[C@@]2(C)O[C@H](CC)[C@]1(C#N)C(C#N)(C#N)[C@H]2c1ccccc1
E_tot in hartree: -1064.96004
Gap between HOMO and LUMO in eV: 10.27
LUMO level in eV: 0.44
Energy above the lowest of the compared OMol25 structures with the same formula, charge and spin in kJ/mol: 174.4

Structure (ORCA input):
```
! RIJCOSX wB97M-V def2-TZVPD def2/J DEFGRID3
* xyz 0 1
H -3.9337 -1.2257 -0.0915
N -3.5868 -0.2670 -0.2691
C -2.3018 -0.2065 -0.4078
O -1.5712 -1.3615 -0.3047
C -0.1906 -1.1328 -0.6105
C 0.5686 -2.4422 -0.7237
O -0.1363 -0.5544 -1.9304
C -0.8857 0.6510 -2.0978
C 0.0649 1.7078 -2.7383
C 0.2635 1.3729 -4.2017
C -1.5405 1.0546 -0.7415
C -2.4208 2.2244 -0.8671
N -3.0426 3.2068 -1.0043
C -0.4824 1.1916 0.4156
C -1.1300 1.3477 1.7527
N -1.6184 1.4970 2.8038
C 0.3897 2.3394 0.2550
N 1.1604 3.1875 0.0754
C 0.4706 -0.0809 0.3346
C 0.8980 -0.6579 1.6774
C 2.2394 -0.4772 2.0127
C 2.7980 -0.9236 3.2510
C 1.9232 -1.5379 4.1687
C 0.5455 -1.7492 3.8120
C 0.0411 -1.3441 2.5493
H 1.5989 -2.2542 -1.0899
H 0.5191 -3.0066 0.2118
H 0.0933 -3.0721 -1.4710
H -1.7288 0.5006 -2.7578
H 0.9956 1.7336 -2.2389
H -0.3981 2.6973 -2.6466
H 0.9384 2.1362 -4.6688
H 0.7869 0.4215 -4.2982
H -0.6891 1.3795 -4.7224
H 1.4040 0.2230 -0.1844
H 2.9369 -0.0012 1.3328
H 3.8745 -0.8750 3.4739
H 2.2769 -1.8983 5.1311
H -0.0922 -2.2784 4.5150
H -1.0384 -1.5256 2.2935
*
```

***

2.
DFT (wB97M-V/def2-TZVPD) results for 2 unconnected molecules or ions with the total composition C7H12O.

Output
SMILES: C=CC(=C)C(=C)C.O
E_tot in hartree: -349.03891
Gap between HOMO and LUMO in eV: 9.62
LUMO level in eV: 0.81
Energy above the lowest of the compared OMol25 structures with the same formula, charge and spin in kJ/mol: 288.1

Structure (ORCA input):
```
! RIJCOSX wB97M-V def2-TZVPD def2/J DEFGRID3
* xyz 0 1
C 0.6239 1.6503 2.2732
C 0.8028 1.2572 0.9680
C -0.3611 0.7711 0.2616
C -1.0961 -0.1393 0.8614
C -0.5795 1.0438 -1.2707
C -0.9216 0.0213 -2.0308
C -0.7267 2.5479 -1.6039
H 1.4523 2.2637 2.8826
H -0.3440 1.6819 2.8304
H 1.8058 1.3853 0.4139
H -1.0873 -0.3705 1.8987
H -1.9757 -0.6235 0.5077
H -0.8863 -1.0261 -1.7260
H -1.3611 0.0772 -3.0458
H -0.6408 2.7954 -2.6146
H -0.0527 3.0335 -0.8652
H -1.8002 2.7995 -1.4667
O 2.5330 -6.5682 0.3242
H 3.0524 -6.1303 0.9991
H 1.5629 -6.4704 0.4030
*
```

***

3.
DFT (wB97M-V/def2-TZVPD) results for a molecular structure, C27H58N8O6P2S2.

Output
E_tot in hartree: -3431.87399
Gap between HOMO and LUMO in eV: 6.54
LUMO level in eV: -0.83

Structure (ORCA input):
```
! RIJCOSX wB97M-V def2-TZVPD def2/J DEFGRID3
* xyz 0 1
C -1.4154 -2.1749 -1.9924
O -1.1029 -2.2340 -3.3815
C -1.6507 -3.4419 -3.9203
C -2.1962 -3.2711 -5.3534
C -2.8863 -1.9063 -5.6298
C -3.9536 -1.4906 -4.5678
C -5.4369 -1.7073 -5.0289
C -6.2163 -2.6929 -4.1420
C -5.5909 -3.7210 -3.4873
C -6.3150 -4.6590 -2.6866
N -5.8199 -5.7005 -1.9746
S -7.1206 -6.3818 -1.2943
N -8.3580 -5.4453 -1.7793
C -7.7468 -4.5207 -2.5496
C -8.4084 -3.4362 -3.2200
C -7.6696 -2.5551 -3.9734
C -8.4543 -1.4142 -4.6316
C -8.3426 -0.0405 -3.8950
C -8.3719 -0.1314 -2.3393
S -6.8801 0.5616 -1.5963
O -7.1371 0.7147 -0.1887
O -5.7278 -0.2711 -1.7979
O -6.7182 1.9914 -2.3235
H -2.5107 -2.0316 -1.8643
H -1.1543 -3.1032 -1.4462
H -0.9319 -1.3024 -1.5238
H -2.3783 -3.8628 -3.2017
H -0.8148 -4.1760 -3.9643
H -1.3301 -3.3621 -6.0398
H -2.8920 -4.0772 -5.6528
H -2.1269 -1.1086 -5.6834
H -3.4234 -2.0084 -6.5929
H -3.8439 -0.3976 -4.4293
H -3.7617 -1.9217 -3.5747
H -5.4708 -2.0269 -6.0905
H -5.9671 -0.7385 -5.0099
H -4.5055 -3.8234 -3.5744
H -9.4888 -3.2715 -3.1242
H -9.4952 -1.7204 -4.8378
H -8.0041 -1.2702 -5.6362
H -7.4267 0.4624 -4.2468
H -9.2127 0.5601 -4.2163
H -9.2349 0.4535 -1.9742
H -8.4910 -1.1465 -1.9329
H -6.0373 2.4744 -1.8200
O 0.1537 -0.4727 0.8246
P 0.1712 0.0970 2.2333
N 1.8697 -0.0230 2.4914
C 2.6480 -1.0661 3.1192
C 2.7033 0.8875 1.7165
N -0.8510 -1.1269 2.9251
C -0.3738 -2.3331 3.5747
C -1.9967 -1.4696 2.0783
N 0.0101 1.0185 3.7567
C -0.1788 2.4544 3.5419
C 0.7281 0.7918 4.9816
H 3.4036 -0.6140 3.7750
H 3.1666 -1.6975 2.3872
H 2.0611 -1.7185 3.7593
H 2.9541 1.7777 2.3072
H 2.1926 1.2225 0.8095
H 3.6350 0.4211 1.3937
H 0.3500 -2.8781 2.9523
H -1.1991 -3.0166 3.7829
H 0.0649 -2.1301 4.5535
H -1.7269 -2.2055 1.3094
H -2.3898 -0.5879 1.5720
H -2.8075 -1.8809 2.6829
H 0.7747 2.9661 3.3431
H -0.6504 2.9257 4.4089
H -0.8364 2.6288 2.6844
H 1.7188 1.2696 4.9830
H 0.8594 -0.2611 5.2159
H 0.1489 1.2118 5.8088
O 6.0182 1.8116 2.1032
P 6.8878 2.9713 2.5579
N 7.4758 3.4184 0.9992
C 8.6905 3.0376 0.3146
C 6.5038 4.0162 0.0953
N 7.9217 2.0213 3.5817
C 9.1859 1.4398 3.1700
C 7.1920 1.0401 4.3882
N 7.6316 4.4371 3.2558
C 6.6580 5.4928 3.5451
C 8.8981 5.0163 2.8965
H 9.1335 3.9209 -0.1637
H 8.5126 2.2829 -0.4614
H 9.4586 2.6521 0.9783
H 6.5648 5.1122 0.1270
H 5.4826 3.7326 0.3628
H 6.6552 3.6951 -0.9373
H 9.0909 0.8630 2.2393
H 9.5694 0.7598 3.9329
H 9.9694 2.1912 3.0567
H 6.9932 0.1192 3.8249
H 6.2340 1.4398 4.7219
H 7.7626 0.7835 5.2831
H 6.3967 6.0654 2.6430
H 7.0402 6.1880 4.2975
H 5.7350 5.0617 3.9458
H 8.8277 5.6660 2.0121
H 9.6738 4.2777 2.7135
H 9.2547 5.6225 3.7338
*
```

***

4.
DFT (wB97M-V/def2-TZVPD) results for 2 unconnected molecules or ions with the total composition C4H8NO2P2.

Output
E_tot in hartree: -1045.16668
Gap between HOMO and LUMO (spin up / spin down) in eV: 6.30 / 6.30
LUMO level (spin up / spin down) in eV: 3.63 / 3.63
Energy above the lowest of the compared OMol25 structures with the same formula, charge and spin in kJ/mol: 0.0

Structure (ORCA input):
```
! RIJCOSX wB97M-V def2-TZVPD def2/J DEFGRID3
* xyz -1 1
C 1.6508 -1.3802 -0.3226
C 0.9839 -0.1242 0.1452
C 1.0916 1.0771 -0.7397
C 0.3406 0.0034 1.2971
N -2.1165 0.2062 0.0131
O -0.0326 1.7595 -0.8946
O 2.1341 1.4240 -1.2523
P -3.0339 0.7928 1.2115
P -2.3532 -1.1096 -0.8989
H 1.3684 -2.2166 0.3124
H 2.7338 -1.2558 -0.3045
H -0.0949 0.9337 1.6181
H 0.2289 -0.8256 1.9781
H -0.8233 1.2572 -0.5221
H -2.2191 1.9276 1.3988
H -1.2141 -0.8693 -1.6916
H 1.3555 -1.6003 -1.3482
*
```

***

5.
DFT (wB97M-V/def2-TZVPD) results for a molecular structure, C42H50F3N4O6PPdSTe2.

Output
E_tot in hartree: -4003.90261
Gap between HOMO and LUMO (spin up / spin down) in eV: 4.90 / 4.87
LUMO level (spin up / spin down) in eV: -4.30 / -4.29

Structure (ORCA input):
```
! RIJCOSX wB97M-V def2-TZVPD def2/J DEFGRID3
* xyz 1 2
Pd -0.3891 -0.5519 -0.2594
F -5.8546 2.0598 -0.9751
C -5.4345 1.3497 -2.0289
F -6.0285 0.1487 -1.9979
F -5.9149 1.9794 -3.1191
C -3.9222 1.2496 -2.1076
C -3.3049 1.8033 -3.2024
C -1.9229 1.7446 -3.2864
C -1.2469 1.1037 -2.2761
N -1.8117 0.5156 -1.2116
C -3.1713 0.6073 -1.0884
S -4.0001 -0.0086 0.2868
H -3.8897 2.2877 -3.9709
H -1.3814 2.1959 -4.1045
H -0.1734 1.0685 -2.3103
O 4.9936 -4.4780 2.3270
C 3.6563 -4.7242 2.7049
C 2.7636 -3.7299 2.0174
C 1.4777 -3.4847 2.4752
C 0.6649 -2.5992 1.7996
N 1.0579 -1.9380 0.7023
C 2.3091 -2.1592 0.2692
C 3.1816 -3.0447 0.8871
C 2.7496 -1.4363 -0.9554
C 4.0806 -1.1762 -1.2193
C 4.3917 -0.5322 -2.4178
C 5.8261 -0.2046 -2.7663
O 6.6978 -0.2312 -1.6625
C 3.3709 -0.2485 -3.3029
C 2.0596 -0.5745 -2.9455
N 1.7513 -1.0760 -1.7654
H 5.5591 -5.1589 2.7027
H 3.5174 -4.6377 3.7879
H 3.3381 -5.7308 2.4064
H 1.0929 -3.9805 3.3578
H -0.3357 -2.3855 2.1339
H 4.1715 -3.2205 0.4975
H 4.8727 -1.4374 -0.5343
H 5.8680 0.7524 -3.2977
H 6.1895 -0.9649 -3.4617
H 6.5283 0.5358 -1.1054
H 3.5751 0.2023 -4.2678
H 1.3459 -0.1265 -4.8129
C -0.8850 -1.0985 -5.2158
C -0.2202 -1.0072 -3.8663
O -0.7585 -1.3726 -2.8445
N 1.0410 -0.4159 -3.8969
Te 1.2093 1.9642 0.0138
C 1.0297 4.0592 0.3271
C 1.4368 4.6192 1.5461
C 1.9410 3.8372 2.7234
C 1.3938 6.0081 1.6681
C 0.9815 6.8367 0.6372
C 0.9237 8.3280 0.8092
C 0.6212 6.2480 -0.5666
C 0.6403 4.8700 -0.7429
C 0.2294 4.3078 -2.0696
C 0.0434 1.3003 1.6238
C 0.6436 0.4716 2.5952
C 2.1210 0.1880 2.6467
C -0.1429 -0.0257 3.6269
C -1.4886 0.2895 3.7397
C -2.3412 -0.3042 4.8231
C -2.0202 1.2078 2.8494
C -1.2750 1.7590 1.8145
C -1.8935 2.8855 1.0306
H -1.9352 -1.3354 -5.0682
H -0.4156 -1.8839 -5.8104
H -0.7961 -0.1615 -5.7681
H 2.8257 3.2493 2.4644
H 1.1990 3.1447 3.1219
H 2.2163 4.5184 3.5267
H 1.7044 6.4514 2.6074
H 1.4671 8.6489 1.6966
H -0.1104 8.6623 0.9157
H 1.3447 8.8422 -0.0549
H 0.3171 6.8757 -1.3973
H 0.1825 5.0950 -2.8221
H -0.7578 3.8486 -2.0024
H 0.9183 3.5440 -2.4418
H 2.6214 0.2834 1.6881
H 2.3119 -0.8106 3.0414
H 2.5975 0.9022 3.3251
H 0.3124 -0.6806 4.3632
H -1.8744 -1.1882 5.2570
H -3.3198 -0.5831 4.4297
H -2.5082 0.4111 5.6312
H -3.0584 1.5032 2.9510
H -2.9814 2.8195 1.0890
H -1.6098 2.9002 -0.0245
H -1.5841 3.8405 1.4588
C -4.4279 -5.4439 2.1404
C -3.5665 -4.2349 2.4019
O -2.5262 -4.1615 1.3945
P -2.4517 -2.9525 0.3617
O -1.8342 -1.7245 0.9504
Te -4.5646 -2.5074 -0.6339
O -1.4141 -3.5404 -0.6723
C -1.6654 -4.7745 -1.3769
C -0.8753 -4.7446 -2.6609
H -5.1251 -5.5899 2.9660
H -3.8139 -6.3393 2.0509
H -5.0026 -5.3166 1.2219
H -3.0546 -4.2959 3.3621
H -4.1527 -3.3133 2.3859
H -2.7394 -4.8656 -1.5745
H -1.3658 -5.5960 -0.7250
H -1.2563 -3.9673 -3.3196
H -0.9456 -5.7061 -3.1711
H 0.1754 -4.5426 -2.4532
*
```

***

6.
DFT (wB97M-V/def2-TZVPD) results for a molecular structure, C52H54N8O6STeZr.

Output
E_tot in hartree: -3616.36759
Gap between HOMO and LUMO in eV: 5.61
LUMO level in eV: -6.16
Energy above the lowest of the compared OMol25 structures with the same formula, charge and spin in kJ/mol: 83.9

Structure (ORCA input):
```
! RIJCOSX wB97M-V def2-TZVPD def2/J DEFGRID3
* xyz 2 1
Zr -0.9754 -0.5095 -0.7455
C 0.5877 -5.1042 -0.7211
N 0.2471 -4.4809 -2.0008
C 0.5094 -5.2870 -3.1976
C -0.2496 -3.2726 -2.0608
O -0.4447 -2.5775 -1.0198
C -0.6578 -2.6653 -3.3959
O -1.5812 -1.6225 -3.1358
C -2.9479 -1.9870 -3.2836
C -3.7106 -1.3785 -2.1248
O -3.0394 -0.8432 -1.2066
N -5.0172 -1.4224 -2.0904
C -5.7507 -0.8717 -0.9420
C -5.7938 -1.9823 -3.1991
H 0.1457 -6.0990 -0.6949
H 0.2026 -4.5020 0.0943
H 1.6704 -5.1854 -0.6371
H 1.3476 -5.9447 -2.9821
H 0.7902 -4.6627 -4.0414
H -0.3589 -5.8965 -3.4483
H -1.0826 -3.4076 -4.0708
H 0.2201 -2.2355 -3.8820
H -3.0768 -3.0737 -3.2535
H -3.3258 -1.6246 -4.2422
H -5.0687 -0.6956 -0.1154
H -6.5054 -1.5951 -0.6417
H -6.2373 0.0583 -1.2339
H -5.4285 -2.9704 -3.4756
H -5.7706 -1.3202 -4.0646
H -6.8238 -2.0858 -2.8729
C 0.4953 -1.1817 6.3244
C -0.0622 -1.1292 4.9299
C -1.4035 -1.3967 4.6777
C -1.9597 -1.3555 3.3973
C -3.4278 -1.5755 3.1700
O -4.0097 -0.9675 2.2936
C -4.1476 -2.5140 4.0713
C -3.5458 -3.6760 4.5492
C -4.2719 -4.5608 5.3311
C -5.5896 -4.2741 5.6577
C -6.1906 -3.1115 5.1907
C -5.4770 -2.2392 4.3876
C -1.1241 -1.0272 2.3322
O -1.5813 -0.9667 1.0671
C 0.2325 -0.7477 2.5662
C 0.7565 -0.8176 3.8472
C 0.9824 -0.4152 1.3402
N 0.5757 0.5845 0.5861
C -0.1211 1.7070 1.2728
C 0.8496 2.5481 2.0778
Te 2.4774 3.3905 0.9670
C 3.9295 1.9369 1.4435
C 4.9796 1.7527 0.5526
C 5.9864 0.8430 0.8457
C 5.9370 0.0940 2.0113
C 4.8900 0.2812 2.9040
C 3.8997 1.2150 2.6324
C 2.0398 -1.2959 0.8631
C 2.9325 -0.8341 -0.1125
C 3.9610 -1.6464 -0.5528
C 4.1193 -2.9129 -0.0037
C 3.2563 -3.3711 0.9882
C 2.2184 -2.5693 1.4225
H -0.2869 -1.3815 7.0538
H 0.9695 -0.2372 6.5929
H 1.2485 -1.9652 6.4169
H -2.0524 -1.6362 5.5112
H -2.5152 -3.8971 4.3007
H -3.8104 -5.4704 5.6909
H -6.1511 -4.9582 6.2795
H -7.2153 -2.8887 5.4547
H -5.9330 -1.3364 4.0043
H 1.8106 -0.6117 4.0008
H -0.9282 1.3564 1.9231
H -0.5724 2.3279 0.5037
H 1.2542 2.0049 2.9295
H 0.3074 3.4027 2.4850
H 5.0179 2.2942 -0.3826
H 6.8050 0.7161 0.1491
H 6.7210 -0.6169 2.2357
H 4.8644 -0.2750 3.8327
H 3.1287 1.3953 3.3714
H 2.8417 0.1827 -0.4674
H 4.6635 -1.2696 -1.2844
H 4.9431 -3.5371 -0.3260
H 3.4108 -4.3456 1.4324
H 1.5440 -2.9166 2.1945
N 0.6559 -0.2156 -2.2579
C 1.5194 -0.0440 -3.0278
C 2.5119 0.1320 -3.9411
C 3.7286 0.6913 -3.4796
N 4.6821 1.1583 -3.0318
C 2.2800 -0.3005 -5.2730
N 2.0074 -0.6558 -6.3331
C 2.4099 4.1936 -4.9345
C 1.2423 3.4899 -4.2568
C 1.4266 3.4879 -2.7431
N 0.3523 2.7701 -2.0274
C -0.9435 2.9954 -2.0645
S -2.1015 1.8296 -1.5065
N -1.4584 4.1649 -2.4861
C -0.8567 5.4804 -2.5505
O -1.0572 6.1434 -3.5253
C -0.0901 5.9100 -1.3592
C -0.2537 5.3085 -0.1116
C 0.4911 5.7551 0.9677
C 1.4022 6.7901 0.8017
C 1.5544 7.4002 -0.4369
C 0.8036 6.9691 -1.5165
H 2.3108 4.1514 -6.0176
H 3.3599 3.7252 -4.6688
H 2.4609 5.2440 -4.6446
H 1.1565 2.4641 -4.6169
H 0.3059 3.9918 -4.5112
H 1.5100 4.5038 -2.3630
H 2.3464 2.9816 -2.4446
H 0.6069 1.8642 -1.6551
H -2.4171 4.1403 -2.8073
H -0.9873 4.5235 0.0282
H 0.3536 5.3110 1.9454
H 1.9855 7.1339 1.6453
H 2.2547 8.2152 -0.5564
H 0.9004 7.4366 -2.4874
*
```

***

7.
DFT (wB97M-V/def2-TZVPD) results for a molecular structure, C20H16BCl5FeIN9O2.

Output
E_tot in hartree: -5302.20181
Gap between HOMO and LUMO (spin up / spin down) in eV: 7.28 / 6.51
LUMO level (spin up / spin down) in eV: -3.94 / -4.69
Energy above the lowest of the compared OMol25 structures with the same formula, charge and spin in kJ/mol: 34.0

Structure (ORCA input):
```
! RIJCOSX wB97M-V def2-TZVPD def2/J DEFGRID3
* xyz 1 6
Fe 0.7482 0.4636 0.0477
C -2.0585 2.7223 2.2357
C -0.7526 2.4851 1.8305
N -0.6902 1.3219 1.1709
N -1.9298 0.8032 1.1427
C -2.7718 1.6262 1.7777
B -2.2445 -0.5781 0.4814
N -1.2263 -1.6253 1.0012
C -1.4203 -2.8860 1.3985
C -0.1883 -3.4724 1.6262
C 0.7349 -2.4808 1.3244
N 0.1069 -1.3631 0.9470
N -1.9771 -0.4598 -1.0322
C -2.5588 -1.0090 -2.1092
C -1.8566 -0.6208 -3.2331
C -0.8136 0.1591 -2.7417
N -0.8876 0.2460 -1.4143
N -3.6555 -0.9340 0.8569
C -4.8329 -0.8358 0.1793
C -5.8422 -1.1560 1.0446
C -5.1858 -1.4297 2.2631
N -3.8792 -1.2883 2.1500
H -2.4405 3.5677 2.7795
H 0.1358 3.0753 1.9805
H -3.8199 1.3953 1.8701
H -2.4136 -3.2861 1.5052
H 0.0098 -4.4764 1.9567
H 1.8108 -2.5222 1.3595
H -3.4145 -1.6562 -2.0186
H -2.0734 -0.8607 -4.2589
H -0.0233 0.6560 -3.2808
H -4.8750 -0.5218 -0.8497
H -6.8974 -1.1980 0.8374
H -5.6151 -1.7096 3.2122
Cl 5.3416 1.7409 -5.3992
C 4.3405 1.1342 -4.1488
C 3.4225 1.9745 -3.5225
Cl 3.2786 3.6191 -3.9876
C 2.6301 1.4704 -2.5025
Cl 1.4664 2.4727 -1.6903
C 2.7189 0.1436 -2.0772
O 1.9893 -0.2987 -1.0713
C 3.6111 -0.6982 -2.7468
Cl 3.6758 -2.3481 -2.2695
C 4.4295 -0.2058 -3.7569
Cl 5.5503 -1.2449 -4.5279
N 3.8294 2.4186 2.3169
C 2.9344 1.4596 2.0993
O 2.1095 1.5977 1.1727
C 2.9788 0.2674 2.9813
I 4.3103 -1.0403 1.5846
H 3.8674 3.2006 1.6822
H 4.5470 2.3282 3.0157
H 2.1194 -0.3893 2.9780
H 3.6474 0.2462 3.8294
*
```

***

- E_tot of number 7 (C20H16BCl5FeIN9O2)?
  -5302.20181 hartree

***

- Which value of E_tot does entry 1 give?
  -1064.96004 hartree